Computed, not measured: a molecular structure, C30H37N4O4P2PdS in a non-equilibrium geometry, with ωB97M-V/def2-TZVPD.

```
79
Properties=species:S:1:pos:R:3:forces:R:3:lowdin_spin:R:1
Pd -0.428 -0.893 -0.458 0.025 0.615 0.837 0.01
C -2.967 2.094 0.667 0.022 0.016 -0.154 0.00
P -1.537 0.909 0.700 0.444 -0.265 -0.046 0.01
C -0.179 2.191 0.790 -0.234 -0.048 0.041 0.08
N -0.545 3.433 1.188 0.030 -0.057 -0.025 0.22
C 0.439 4.377 1.216 0.017 -0.066 0.003 0.01
C 0.140 5.695 1.600 0.003 0.049 0.035 0.07
C 1.122 6.678 1.661 0.047 -0.093 -0.050 0.06
C 2.439 6.361 1.329 -0.092 -0.054 0.020 0.05
C 2.763 5.067 0.939 -0.004 0.030 -0.009 0.08
C 1.788 4.055 0.865 -0.036 0.001 0.031 0.01
N 2.131 2.802 0.465 -0.041 -0.099 -0.029 0.23
C 1.128 1.883 0.425 0.165 0.020 -0.063 0.10
P 1.546 0.209 -0.217 -0.425 0.022 -0.095 0.01
C 2.255 0.697 -1.845 0.018 0.012 -0.030 0.01
C 3.099 -0.256 0.757 0.037 -0.012 -0.102 0.00
C 3.232 -1.777 0.634 0.042 -0.042 0.000 0.00
C 2.913 0.115 2.227 0.024 -0.011 0.060 0.00
C 4.381 0.405 0.241 0.027 0.016 0.069 0.00
C -1.725 0.313 2.502 -0.092 0.095 -0.088 0.01
C -3.205 -0.021 2.741 0.026 -0.034 0.034 0.00
C -0.940 -0.980 2.719 0.046 -0.031 0.029 0.00
C -1.257 1.367 3.505 -0.051 -0.057 0.115 0.00
H -3.028 2.715 1.561 0.001 -0.025 0.007 0.00
H -3.886 1.525 0.520 -0.040 0.010 -0.003 0.00
H -2.829 2.770 -0.179 0.019 -0.038 -0.033 0.00
H -0.892 5.914 1.856 0.016 0.000 -0.001 0.00
H 0.863 7.686 1.964 -0.005 0.008 0.005 0.00
H 3.211 7.121 1.378 0.009 0.012 -0.002 0.00
H 3.780 4.798 0.674 -0.007 0.005 0.000 0.00
H 2.894 1.577 -1.764 0.002 -0.006 -0.001 0.00
H 1.403 0.907 -2.494 0.013 -0.002 -0.010 0.00
H 2.812 -0.139 -2.276 -0.011 0.001 0.004 0.00
H 2.345 -2.283 1.020 0.005 0.018 0.016 0.00
H 4.114 -2.119 1.192 -0.015 -0.006 -0.017 0.00
H 3.346 -2.091 -0.408 -0.003 0.031 0.014 0.00
H 2.002 -0.316 2.643 0.039 0.000 -0.033 0.00
H 2.871 1.197 2.359 0.015 -0.008 -0.020 0.00
H 3.761 -0.278 2.803 -0.021 0.018 0.019 0.00
H 4.641 0.057 -0.761 -0.026 0.001 0.008 0.00
H 5.214 0.141 0.907 -0.010 -0.003 -0.024 0.00
H 4.280 1.490 0.221 -0.021 -0.014 0.019 0.00
H -3.583 -0.706 1.976 0.038 0.020 0.005 0.00
H -3.840 0.865 2.759 0.025 0.026 -0.008 0.00
H -3.303 -0.521 3.711 -0.009 0.004 -0.012 0.00
H -1.241 -1.766 2.022 -0.056 0.035 -0.013 0.00
H -1.124 -1.329 3.744 0.050 -0.024 -0.013 0.00
H 0.131 -0.837 2.591 -0.059 0.041 -0.001 0.00
H -1.802 2.308 3.409 0.010 -0.016 -0.047 0.00
H -0.197 1.593 3.369 -0.014 -0.026 0.010 0.00
H -1.398 0.987 4.526 -0.006 0.016 -0.032 0.00
O -0.052 -6.799 -1.561 0.143 0.090 -0.010 0.00
S -1.786 -6.659 -1.471 0.056 -0.278 -0.174 0.00
O -2.107 -7.850 -0.691 -0.133 0.063 0.024 0.00
N -1.948 -5.373 -0.564 0.151 0.388 0.126 0.00
C -1.218 -4.261 -0.820 -0.196 -0.311 0.078 0.00
O -1.477 -3.174 -0.291 0.040 0.153 -0.206 0.00
C -0.012 -4.391 -1.716 -0.003 -0.055 0.020 0.00
C 0.622 -3.261 -2.219 -0.076 -0.087 0.036 0.00
C 1.805 -3.352 -2.935 -0.016 -0.122 -0.006 0.00
C 2.372 -4.606 -3.143 -0.031 0.045 0.019 0.00
C 1.747 -5.751 -2.673 -0.025 0.054 -0.002 0.00
C 0.543 -5.649 -1.979 0.019 -0.063 -0.049 0.00
H 0.172 -2.297 -2.005 0.084 0.085 -0.181 0.00
H 2.280 -2.455 -3.311 -0.002 -0.011 0.006 0.00
H 3.307 -4.696 -3.686 0.002 0.003 -0.003 0.00
H 2.164 -6.737 -2.838 -0.001 0.009 -0.005 0.00
O -1.076 -0.282 -3.044 -0.033 0.070 -0.338 0.00
N -2.328 -0.088 -2.904 0.286 -0.209 0.223 0.00
C -3.142 -1.141 -2.637 -0.202 0.039 0.063 0.00
C -4.492 -0.952 -2.440 0.169 -0.176 -0.010 0.00
C -5.039 0.320 -2.498 -0.103 0.022 0.003 0.00
C -4.185 1.382 -2.734 0.191 0.124 0.020 0.00
C -2.835 1.165 -2.919 -0.207 0.070 -0.053 0.00
H -2.624 -2.084 -2.549 -0.029 -0.021 0.011 0.00
H -5.097 -1.820 -2.213 0.001 0.012 0.000 0.00
H -6.095 0.481 -2.331 0.007 0.002 -0.001 0.00
H -4.542 2.403 -2.743 -0.017 -0.001 0.000 0.00
H -2.091 1.934 -3.058 -0.013 0.020 -0.011 0.00
```
Forces are in eV/Å.

Summary:
Spin multiplicity   2
⟨S²⟩   0.770
Strongest force on any atom   1.0 eV Å⁻¹
Charge   -2
Molecular weight   718.085 g/mol
Lowest unoccupied orbital energy (spin up / spin down)   0.1601 / 0.1601 Ha
E_tot   -2894.14912 a.u.